Here is a 7-piece molecular cluster, C41H38F9O2S overall from the OMol25 dataset. Energies are from ωB97M-V with the def2-TZVPD basis set.

For the LUMO energy, the calculation gives -3.600 eV. The calculation puts the frontier orbital gap at 6.803 eV. Its relative energy (zero: lowest compared OMol25 entry of this formula, charge and spin) is 0.0 kcal/mol. Its electronic energy is -3032.2945 Eh. As for the largest force on an atom: 0.753 eV/Å.

```
! wB97M-V def2-TZVPD RIJCOSX def2/J DEFGRID3
* xyz 1 1
O -2.0340 -5.0345 1.6937
C -2.3953 -4.5524 0.6636
O -3.0407 -3.3326 0.6212
C -2.1164 -5.1759 -0.6777
C -0.9190 -4.5490 -1.4303
C -0.8676 -3.0048 -1.3947
S 0.7173 -2.2939 -0.8810
C 0.6465 -2.1527 0.9751
F 1.8855 -2.0308 1.4031
F -0.0485 -1.0576 1.2091
F 0.0676 -3.1958 1.5128
H -3.9735 -3.4229 0.8625
H -3.0069 -5.1789 -1.3077
H -1.8787 -6.2174 -0.4743
H 0.0086 -5.0227 -1.1049
H -1.0169 -4.8169 -2.4803
H -1.6565 -2.5356 -0.8042
H -0.9482 -2.6051 -2.4082
H 1.5638 -3.3323 -1.0148
F -1.0646 -7.2952 -2.3707
C -1.0761 -8.6410 -2.1421
C -0.9183 -9.0934 -0.8493
C -0.9361 -10.4626 -0.6236
C -1.1031 -11.3430 -1.6827
C -1.2562 -10.8564 -2.9738
C -1.2464 -9.4900 -3.2133
H -0.7820 -8.3915 -0.0362
H -0.8189 -10.8397 0.3829
H -1.1137 -12.4088 -1.5018
H -1.3833 -11.5418 -3.8003
H -1.3694 -9.0879 -4.2098
F -0.9491 4.2379 5.0802
C -1.0673 2.9349 4.7571
C -2.0927 2.2021 5.3201
C -2.2116 0.8603 4.9898
C -1.3100 0.2728 4.1127
C -0.2889 1.0347 3.5618
C -0.1613 2.3792 3.8756
H -2.7783 2.6785 6.0075
H -3.0101 0.2728 5.4217
H -1.4069 -0.7763 3.8632
H 0.4228 0.5902 2.8830
H 0.6257 2.9761 3.4411
F 3.3294 8.8124 3.4369
C 3.1194 7.5081 3.1811
C 2.0718 6.8654 3.8110
C 1.8610 5.5216 3.5399
C 2.6930 4.8486 2.6566
C 3.7374 5.5146 2.0335
C 3.9576 6.8596 2.2944
H 1.4383 7.4117 4.4966
H 1.0445 5.0082 4.0206
H 2.5301 3.7985 2.4479
H 4.3842 4.9892 1.3496
H 4.7615 7.4053 1.8193
F 0.5803 -4.2462 -4.0737
C 0.8576 -3.3239 -5.0418
C -0.1134 -3.0357 -5.9763
C 0.1714 -2.0876 -6.9488
C 1.4080 -1.4571 -6.9720
C 2.3668 -1.7709 -6.0190
C 2.0939 -2.7138 -5.0376
H -1.0666 -3.5469 -5.9450
H -0.5755 -1.8441 -7.6916
H 1.6253 -0.7235 -7.7357
H 3.3332 -1.2864 -6.0405
H 2.8290 -2.9767 -4.2876
F 4.0936 2.8086 0.5342
C 3.2864 2.6624 -0.5332
C 3.3818 3.5639 -1.5733
C 2.5409 3.4104 -2.6653
C 1.6186 2.3738 -2.7018
C 1.5398 1.4844 -1.6401
C 2.3803 1.6205 -0.5435
H 4.1002 4.3705 -1.5218
H 2.6048 4.1069 -3.4898
H 0.9612 2.2640 -3.5536
H 0.8132 0.6822 -1.6649
H 2.3404 0.9399 0.2980
F -3.3522 7.5942 -0.0469
C -3.0001 7.6937 1.2518
C -2.7625 6.5377 1.9669
C -2.3968 6.6433 3.3012
C -2.2805 7.8916 3.8973
C -2.5280 9.0392 3.1562
C -2.8889 8.9464 1.8198
H -2.8631 5.5761 1.4815
H -2.2000 5.7499 3.8738
H -1.9967 7.9696 4.9384
H -2.4407 10.0129 3.6189
H -3.0809 9.8271 1.2221
*
```

Here is C41H38N8O2SW as an isolated structure at a distorted geometry from the OMol25 dataset. Energies are from ωB97M-V with the def2-TZVPD basis set.

For the LUMO energy (alpha / beta), the calculation gives -6.161 / -5.993 eV. As for the expectation value of S²: 2.020. The calculation puts the frontier orbital gap (alpha / beta) at 6.087 / 6.293 eV. Its relative energy (zero: lowest compared OMol25 entry of this formula, charge and spin) is 0.0 kcal/mol. Its electronic energy is -2638.4541 Eh. As for the largest force on an atom: 2.869 eV/Å.

```
! wB97M-V def2-TZVPD RIJCOSX def2/J DEFGRID3
* xyz 2 3
W 0.5095 1.7440 0.5331
N 4.5742 -2.0910 -5.0298
C 4.1844 -1.2788 -4.0026
C 3.7879 -1.7982 -2.7643
C 3.5421 -0.9477 -1.7555
C 3.6559 0.4175 -1.9102
C 4.0470 0.9751 -3.1377
C 4.2899 0.1012 -4.2202
S 3.3043 1.4813 -0.5774
O 4.3748 2.3940 -0.4004
O 2.7853 0.7373 0.5801
N 1.8808 2.2491 -0.9437
C 1.9262 3.6432 -0.7853
N 2.7321 4.4171 -1.4150
C 2.6011 5.6976 -1.1135
C 1.7036 6.1190 -0.1432
C 0.9676 5.2108 0.5518
N 1.0609 3.9250 0.2268
H 4.4968 -3.0650 -4.9472
H 4.9611 -1.6646 -5.8416
H 3.7045 -2.8760 -2.6293
H 3.3279 -1.3951 -0.7825
H 4.0743 2.0655 -3.2573
H 4.5793 0.4717 -5.1675
H 3.3006 6.3799 -1.5890
H 1.6024 7.1571 0.0600
H 0.4314 5.4650 1.4518
C -4.8250 -0.9327 -0.1929
C -3.8232 -1.0803 0.7508
C -2.7405 -0.2324 0.7577
C -2.6488 0.8790 -0.1064
C -1.5983 1.8632 -0.0667
C -1.8131 3.0229 -0.8055
C -2.9420 3.2610 -1.6325
C -3.8639 2.2698 -1.7332
C -3.7810 1.0838 -0.9419
C -4.8157 0.1287 -1.0809
H -5.6275 -1.7335 -0.2749
H -3.7202 -1.9138 1.4457
H -1.9385 -0.3029 1.4753
H -1.0438 3.7961 -0.8001
H -3.0989 4.2006 -2.1181
H -4.7223 2.3128 -2.4342
H -5.5282 0.2778 -1.8709
C -3.6563 3.4908 2.1351
N -2.4874 2.6651 2.6358
C -2.8562 1.5950 3.5973
C -1.3333 3.5542 3.0780
C -0.0855 2.6603 3.5508
C 0.1340 2.6563 4.9656
C 1.1657 1.9450 5.5364
C 1.9083 1.1594 4.6832
C 1.6893 1.1213 3.3142
C 0.6660 1.8518 2.6604
H -4.1552 2.8473 1.3995
H -3.3210 4.4659 1.7939
H -4.2219 3.6407 3.0862
H -2.1302 2.1947 1.7965
H -2.9233 1.9804 4.6152
H -2.0757 0.8696 3.5189
H -3.7966 1.1887 3.2671
H -1.7134 4.2085 3.8741
H -1.1438 4.2107 2.2185
H -0.4400 3.3816 5.5289
H 1.4937 2.0531 6.5689
H 2.8107 0.6857 5.0150
H 2.3710 0.5717 2.7097
N 0.0188 -5.5870 0.0019
C -0.1230 -6.7075 -0.7757
C 0.0929 -8.0499 -0.4925
C -0.0694 -8.8500 -1.5977
C -0.4369 -8.3868 -2.8883
C -0.6153 -7.0805 -3.1640
C -0.4099 -6.2195 -2.0568
N -0.3386 -4.8488 -2.0665
C -0.0458 -4.5039 -0.8275
C 0.1476 -3.1002 -0.4548
C 0.4354 -2.7097 0.8729
C 0.5589 -1.3603 1.1376
N 0.2960 -0.4109 0.2039
C 0.0838 -0.7853 -1.0786
C 0.0579 -2.1287 -1.4426
H 0.3028 -5.5954 0.9490
H 0.4415 -8.4014 0.5268
H 0.0954 -9.9218 -1.5630
H -0.5434 -9.1208 -3.6505
H -0.9165 -6.8189 -4.1739
H 0.5532 -3.3618 1.7377
H 0.7538 -1.0306 2.1248
H -0.1377 -0.0096 -1.7706
H 0.0252 -2.4439 -2.4623
*
```

Here is C41H39Br2Cl3GeN6O5SW as an isolated structure from the OMol25 dataset. Energies are from ωB97M-V with the def2-TZVPD basis set.

For the LUMO energy (alpha / beta), the calculation gives -4.302 / -5.665 eV. As for the expectation value of S²: 0.789. The calculation puts the frontier orbital gap (alpha / beta) at 6.267 / 4.906 eV. Its relative energy (zero: lowest compared OMol25 entry of this formula, charge and spin) is 10.6 kcal/mol. Its electronic energy is -11361.2496 Eh. As for the largest force on an atom: 0.690 eV/Å.

```
! wB97M-V def2-TZVPD RIJCOSX def2/J DEFGRID3
* xyz 1 2
W 0.8666 -0.8607 0.1344
Br -4.3189 0.7268 -6.4731
C -4.0993 1.9731 -5.0870
C -5.2198 2.5741 -4.5239
C -5.0489 3.4855 -3.5008
C -3.7669 3.7480 -3.0191
C -2.6423 3.1705 -3.6157
C -2.8124 2.2817 -4.6549
N -3.7103 4.6355 -1.9237
N -2.7478 4.6745 -1.1801
C -1.7695 3.7881 -0.8813
C -0.4360 4.2540 -0.8423
C 0.6169 3.3996 -0.6401
C 0.3390 2.0440 -0.4043
O 1.2202 1.1315 -0.2646
C -1.0092 1.5879 -0.3047
N -1.1230 0.2638 -0.0565
C -2.3329 -0.2591 -0.0075
C -3.4852 0.5297 -0.1307
C -3.3776 1.8700 -0.3872
C -2.0913 2.4276 -0.5169
H -6.2071 2.3357 -4.8923
H -5.8932 3.9886 -3.0485
H -1.6361 3.4127 -3.2982
H -1.9530 1.8193 -5.1193
H -0.2663 5.3030 -1.0457
H 1.6475 3.7268 -0.6877
H -2.3800 -1.3270 0.1362
H -4.4492 0.0509 -0.0377
H -4.2617 2.4836 -0.4895
C 4.9166 5.2330 -1.7412
C 4.5735 3.8207 -1.3591
C 4.6228 3.4245 -0.0194
C 4.3319 2.1262 0.3528
C 3.9845 1.2133 -0.6355
C 3.9200 1.5727 -1.9695
C 4.2148 2.8824 -2.3217
S 3.6535 -0.4428 -0.1612
O 4.8585 -1.1546 0.0972
O 2.7008 -0.3564 1.0338
N 2.6509 -1.0695 -1.2035
C 2.9298 -2.4177 -1.6898
C 1.8055 -3.3292 -1.2249
O 1.6385 -4.4537 -1.5679
O 0.9844 -2.7184 -0.3209
H 4.3382 5.9510 -1.1582
H 4.7301 5.4158 -2.7978
H 5.9708 5.4343 -1.5452
H 4.8998 4.1456 0.7400
H 4.3650 1.8272 1.3926
H 3.6153 0.8523 -2.7165
H 4.1631 3.1744 -3.3631
H 3.8727 -2.8119 -1.3052
H 2.9557 -2.4514 -2.7771
C -1.7052 0.9938 3.0508
C -0.3345 1.0341 3.7243
C 0.7203 1.8563 2.9839
C 0.1351 -0.3596 4.0972
C 0.1916 -0.6266 5.4573
C 0.5847 -1.8573 5.9446
C 0.9462 -2.8467 5.0539
C 0.9249 -2.6514 3.6788
C 1.3660 -3.8384 2.8429
C 0.2321 -4.3833 1.9762
C 2.6904 -3.6042 2.1107
C 0.4973 -1.3883 3.1841
N 0.4246 -1.1563 1.8032
H -2.0269 1.9957 2.7543
H -2.4485 0.5919 3.7411
H -1.6966 0.3465 2.1813
H -0.4823 1.5495 4.6760
H 1.0696 1.3826 2.0728
H 1.5954 1.9955 3.6206
H 0.3247 2.8453 2.7384
H -0.0847 0.1584 6.1499
H 0.6131 -2.0418 7.0102
H 1.2633 -3.8109 5.4301
H 1.5890 -4.6219 3.5710
H -0.1629 -3.6347 1.2988
H -0.5835 -4.7319 2.6131
H 0.5839 -5.2247 1.3757
H 2.6730 -2.7366 1.4636
H 2.9428 -4.4787 1.5079
H 3.4941 -3.4443 2.8309
Br -3.1274 -2.7669 2.3040
C -2.9543 -3.7339 0.6645
C -3.7804 -4.8225 0.4443
C -3.5948 -5.5204 -0.7379
C -2.6083 -5.1093 -1.6221
C -1.8461 -4.0038 -1.2933
N -2.0175 -3.3143 -0.1607
H -4.5237 -5.1110 1.1722
H -4.2109 -6.3816 -0.9597
H -2.4259 -5.6357 -2.5477
H -1.0544 -3.6638 -1.9506
Cl 0.5322 -2.1358 -4.0997
Ge -0.1557 -0.7218 -2.5855
Cl -2.3257 -0.7270 -3.0497
Cl 0.4069 1.2283 -3.4977
*
```

Here is C41H39ClN3OP2Pm as an isolated structure at a distorted geometry from the OMol25 dataset. Energies are from ωB97M-V with the def2-TZVPD basis set.

For the LUMO energy (alpha / beta), the calculation gives -7.976 / -7.950 eV. As for the expectation value of S²: 6.017. The calculation puts the frontier orbital gap (alpha / beta) at 5.478 / 5.496 eV. Its electronic energy is -3576.0085 Eh. As for the largest force on an atom: 4.153 eV/Å.

```
! wB97M-V def2-TZVPD RIJCOSX def2/J DEFGRID3
* xyz 2 5
Pm 0.8986 0.0319 0.3519
Cl 3.1748 -0.1233 -0.8417
P -0.0805 -2.5526 -0.2975
P -0.0973 2.5382 -0.3339
C 0.3331 -3.3937 1.3119
C 1.1816 -3.2193 -1.4687
C -1.7040 -3.1963 -0.7906
C -1.7673 3.2527 -0.2726
C 0.8213 3.4824 1.0326
C 0.8019 3.1130 -1.8431
C -0.6446 -4.1404 1.9990
C -0.3305 -4.7669 3.2154
C 0.9385 -4.5459 3.7762
C 1.8786 -3.6826 3.1806
C 1.5562 -3.0704 1.9605
H -1.6199 -4.2823 1.5324
H -1.0552 -5.4520 3.6747
H 1.2099 -5.0719 4.6934
H 2.8708 -3.5330 3.6348
H 2.2727 -2.3829 1.4899
C -2.8553 -2.6925 -0.1515
C -4.1250 -3.1183 -0.5584
C -4.1906 -4.0403 -1.6307
C -3.0548 -4.4829 -2.3385
C -1.8026 -4.0058 -1.9376
H -2.7514 -1.9432 0.6349
H -5.0318 -2.7662 -0.0281
H -5.1698 -4.4234 -1.9105
H -3.1127 -5.2049 -3.1684
H -0.8835 -4.2824 -2.4583
C 1.8371 -4.4347 -1.1774
C 2.7770 -4.9554 -2.0665
C 3.1174 -4.1896 -3.2045
C 2.5638 -2.9119 -3.4555
C 1.5991 -2.4288 -2.5623
H 1.5711 -4.9726 -0.2684
H 3.2033 -5.9533 -1.8760
H 3.8234 -4.5992 -3.9272
H 2.8547 -2.3077 -4.3402
H 1.1822 -1.4285 -2.6981
C 2.2326 3.6562 0.9522
C 2.9582 4.2735 1.9838
C 2.2882 4.5743 3.1802
C 0.9411 4.2088 3.3757
C 0.2273 3.6174 2.3127
H 2.7850 3.3107 0.0771
H 4.0138 4.5422 1.8286
H 2.8274 5.0970 3.9750
H 0.4379 4.4232 4.3331
H -0.7982 3.2606 2.4700
C -2.8172 2.4874 0.2796
C -4.1209 2.9964 0.2727
C -4.3338 4.2855 -0.2860
C -3.2934 5.0487 -0.8552
C -2.0088 4.5035 -0.8685
H -2.6342 1.4685 0.6483
H -4.9489 2.3910 0.7001
H -5.3446 4.6948 -0.2661
H -3.4413 6.0548 -1.2887
H -1.1808 5.0475 -1.3323
C 1.1979 4.4637 -1.9626
C 1.7995 4.9229 -3.1390
C 2.1113 3.9847 -4.1484
C 1.8439 2.6012 -3.9982
C 1.2080 2.1757 -2.8263
H 1.0234 5.1620 -1.1423
H 1.9854 6.0048 -3.2501
H 2.5695 4.3294 -5.0790
H 2.1030 1.8626 -4.7872
H 1.0248 1.1073 -2.6877
H -1.7146 -0.0942 -0.2306
H -0.8501 -0.1622 -1.4572
C 3.1349 0.9429 4.8330
N 1.7827 0.5037 4.4708
C 0.7849 0.2133 5.3939
C -0.4808 -0.1479 5.0139
C -0.6991 -0.1566 3.5804
N 0.2884 0.1242 2.7489
C 1.5397 0.4642 3.1371
O 2.3530 0.6890 2.2335
N -1.8656 -0.4703 2.9648
H 3.3261 1.9480 4.4093
H 3.8703 0.2488 4.3841
H 3.1201 0.9245 5.9345
H 1.2033 0.3237 6.4306
H -1.3365 -0.4127 5.6344
H -2.6204 -0.6890 3.6022
H -2.0241 -0.3524 1.9854
*
```

Here is C41H40BBeF5N8S2 as an isolated structure from the OMol25 dataset. Energies are from ωB97M-V with the def2-TZVPD basis set.

For the LUMO energy, the calculation gives 0.335 eV. The calculation puts the frontier orbital gap at 7.404 eV. Its electronic energy is -3359.9590 Eh. As for the largest force on an atom: 0.985 eV/Å.

```
! wB97M-V def2-TZVPD RIJCOSX def2/J DEFGRID3
* xyz 0 1
Be 0.9784 -0.5799 0.0861
C 5.5404 1.4044 0.0009
C 4.6070 0.2487 0.0030
C 4.9108 -1.0960 -0.0401
C 3.6826 -1.7697 -0.0106
N 2.7013 -0.8601 0.0494
N 3.2714 0.3606 0.0543
B 2.4264 1.6393 0.0449
N 1.5161 1.5402 -1.1746
N 0.8714 0.3812 -1.3675
C 0.2098 0.4609 -2.5259
C 0.4335 1.7320 -3.0738
C 1.2753 2.3830 -2.1941
C 1.8787 3.7390 -2.3071
C -0.5535 -0.6023 -3.1701
C -0.1645 -1.9377 -3.1033
C -0.8873 -2.9154 -3.7616
C -2.0078 -2.5768 -4.5018
C -2.3860 -1.2485 -4.5976
C -1.6653 -0.2695 -3.9430
N 1.5448 1.5782 1.2843
N 0.8498 0.4508 1.4938
C 0.1876 0.5842 2.6488
C 0.4768 1.8498 3.1805
C 1.3487 2.4456 2.2917
C 2.0232 3.7701 2.3924
C -0.6383 -0.4226 3.3012
C -1.6672 -0.0122 4.1500
C -2.4140 -0.9397 4.8492
C -2.1493 -2.2931 4.7117
C -1.1309 -2.7095 3.8702
C -0.3763 -1.7838 3.1708
C 3.5321 -3.2166 -0.1054
C 2.3763 -3.8150 -0.5973
C 2.3102 -5.1884 -0.7425
C 3.3919 -5.9868 -0.4120
C 4.5484 -5.3985 0.0689
C 4.6186 -4.0299 0.2274
H 6.5639 1.0425 -0.0054
H 5.3821 2.0271 -0.8772
H 5.3909 2.0183 0.8865
H 5.8861 -1.5293 -0.1129
H 3.0997 2.6086 0.0218
H 0.0527 2.1166 -3.9982
H 1.5382 4.2246 -3.2182
H 1.6084 4.3687 -1.4606
H 2.9655 3.6679 -2.3386
H 0.7245 -2.2060 -2.5543
H -0.5738 -3.9475 -3.7040
H -2.5786 -3.3440 -5.0039
H -3.2512 -0.9746 -5.1842
H -1.9701 0.7628 -4.0260
H 0.1258 2.2669 4.1027
H 1.6369 4.3200 3.2476
H 3.0960 3.6343 2.5311
H 1.8754 4.3697 1.4952
H -1.8837 1.0409 4.2576
H -3.2027 -0.6052 5.5076
H -2.7249 -3.0208 5.2663
H -0.9141 -3.7639 3.7715
H 0.4354 -2.1079 2.5398
H 1.5339 -3.1948 -0.8651
H 1.4075 -5.6388 -1.1243
H 3.3370 -7.0586 -0.5245
H 5.4041 -6.0060 0.3184
H 5.5223 -3.5871 0.6161
F -3.3687 -6.8903 0.1664
C -2.7267 -5.7100 0.1233
C -3.2777 -4.6408 -0.5787
F -4.4563 -4.7918 -1.2036
C -2.6073 -3.4371 -0.6302
F -3.1570 -2.4341 -1.3246
C -1.3766 -3.2206 0.0243
S -0.8266 -1.5905 -0.0207
C -0.8406 -4.3198 0.7095
F 0.3380 -4.2118 1.3549
C -1.5034 -5.5387 0.7624
F -0.9615 -6.5663 1.4401
C -1.1084 6.0724 -0.1778
C -1.6136 4.9624 0.7368
N -1.5213 3.6715 0.0849
C -2.4887 2.7169 0.0753
S -2.0499 1.1204 0.0632
N -3.8101 3.0510 0.0930
C -4.4391 4.0890 -0.7084
C -5.7991 4.4270 -0.1103
H -1.2133 7.0356 0.3093
H -1.6647 6.0901 -1.1106
H -0.0599 5.9159 -0.4163
H -2.6511 5.1413 1.0150
H -1.0159 4.9505 1.6583
H -0.5949 3.2615 0.0861
H -4.3782 2.2104 0.1206
H -4.5738 3.7367 -1.7428
H -3.8046 4.9754 -0.7341
H -6.4473 3.5556 -0.1354
H -6.2687 5.2287 -0.6747
H -5.6916 4.7406 0.9258
*
```